No. 1
ORCA calculation (ωB97M-V/def2-TZVPD) on CoH12O6 as an isolated structure.

Last column: Löwdin charge in e.
Element x y z (Å)
1 Co 0.067 -0.067 0.084  0.732
2 O -1.124 -1.454 -0.930  -0.002
3 H -1.663 -1.357 -1.727  0.121
4 H -0.983 -2.391 -0.898  0.094
5 O 1.638 -1.335 -0.534  0.007
6 H 2.547 -1.079 -0.637  0.099
7 H 1.506 -2.084 -1.113  0.099
8 O 0.405 0.891 -1.655  0.009
9 H -0.367 1.201 -2.193  0.148
10 H 1.116 1.276 -2.044  0.051
11 O 1.263 1.362 1.035  -0.028
12 H 2.174 1.664 0.850  0.127
13 H 0.718 2.207 1.069  0.122
14 O -0.332 -1.026 1.949  -0.002
15 H -0.851 -1.768 2.226  0.095
16 H -0.629 -0.300 2.534  0.106
17 O -1.622 1.211 0.449  -0.047
18 H -1.325 2.103 0.819  0.132
19 H -2.539 0.946 0.715  0.138

The multiplicity is 4. As for the charge: +2. For the lowest unoccupied orbital energy (alpha / beta), the calculation gives -7.4 / -7.9 eV. For the orbital gap (alpha / beta), the calculation gives 12.43 / 11.17 eV. As for the expectation value of S²: 3.754.

***

No. 2
ORCA calculation (ωB97M-V/def2-TZVPD) on Cr2F4H22O15P2 as an isolated structure.

Last column: Löwdin charge in e.
Element x y z (Å)
1 Cr -28.826 0.682 -18.692  1.444
2 Cr -23.892 -1.399 -21.034  1.484
3 O -26.796 0.782 -18.404  -0.331
4 P -25.252 0.724 -18.479  0.605
5 O -24.447 -0.093 -19.547  -0.328
6 F -24.701 0.450 -16.971  -0.070
7 F -24.790 2.226 -18.702  -0.064
8 O -25.884 -1.191 -21.464  -0.335
9 P -27.432 -1.190 -21.374  0.546
10 O -28.049 -0.391 -20.159  -0.364
11 F -27.949 -2.685 -21.261  -0.019
12 F -27.954 -0.640 -22.763  -0.009
13 O -22.030 0.009 -20.398  -0.021
14 H -21.867 0.885 -20.050  0.107
15 H -21.159 -0.371 -20.510  0.106
16 O -22.969 -2.289 -19.284  -0.029
17 H -22.153 -2.738 -19.065  0.127
18 H -23.471 -2.294 -18.469  0.018
19 O -28.861 -1.099 -17.619  -0.008
20 H -29.115 -1.066 -16.697  0.111
21 H -28.729 -2.030 -17.798  0.132
22 O -24.088 -2.551 -16.800  -0.015
23 H -23.595 -2.036 -16.161  0.078
24 H -23.838 -3.458 -16.621  0.089
25 O -26.549 0.074 -15.263  -0.006
26 H -25.718 0.192 -15.722  0.003
27 H -26.553 -0.848 -15.006  0.080
28 O -26.744 2.104 -21.025  -0.048
29 H -26.591 3.045 -20.938  0.068
30 H -26.839 1.962 -21.967  0.058
31 O -23.156 3.844 -21.383  -0.053
32 H -23.170 3.569 -20.467  -0.019
33 H -22.770 4.720 -21.365  0.060
34 O -23.752 0.139 -22.409  -0.003
35 H -23.067 0.725 -22.731  0.134
36 H -24.549 0.440 -22.845  0.110
37 O -28.466 2.745 -18.580  -0.017
38 H -28.120 3.235 -17.834  0.121
39 H -28.885 3.407 -19.129  0.130
40 O -23.737 4.408 -18.276  -0.020
41 H -24.212 3.589 -18.422  -0.054
42 H -24.400 5.091 -18.374  0.056
43 O -28.779 1.159 -16.421  -0.019
44 H -29.206 1.893 -15.979  0.121
45 H -28.064 0.910 -15.835  0.041

The multiplicity is 7. As for the charge: +4. For the lowest unoccupied orbital energy (alpha / beta), the calculation gives -17.2 / -15.4 eV. For the orbital gap (alpha / beta), the calculation gives 3.50 / 5.30 eV. As for the expectation value of S²: 12.047.

***

No. 3
ORCA calculation (ωB97M-V/def2-TZVPD) on CrN5O15 as an isolated structure.

Last column: Löwdin charge in e.
Element x y z (Å)
1 Cr -12.628 -24.230 17.698  1.212
2 N -14.938 -25.061 19.826  -0.550
3 O -14.538 -26.216 20.044  0.030
4 O -14.241 -24.382 19.013  -0.147
5 O -15.926 -24.599 20.389  -0.009
6 N -13.368 -27.436 17.043  -0.533
7 O -12.466 -27.985 16.395  0.004
8 O -13.370 -26.163 17.146  -0.154
9 O -14.084 -28.116 17.786  0.002
10 N -11.089 -26.512 19.337  -0.506
11 O -11.806 -27.266 20.043  -0.001
12 O -11.527 -25.339 19.061  -0.150
13 O -10.207 -27.036 18.659  0.026
14 N -12.300 -21.654 17.840  -0.515
15 O -13.069 -22.286 17.070  -0.076
16 O -12.496 -20.535 18.259  0.105
17 O -11.518 -22.515 18.295  -0.033
18 N -10.427 -25.345 15.401  -0.554
19 O -11.252 -24.850 16.248  -0.156
20 O -10.201 -24.795 14.320  -0.026
21 O -9.865 -26.378 15.727  0.031

The multiplicity is 4. As for the charge: -2. For the lowest unoccupied orbital energy (alpha / beta), the calculation gives 3.5 / 4.5 eV. For the orbital gap (alpha / beta), the calculation gives 6.48 / 7.44 eV. As for the expectation value of S²: 3.785.

***

No. 4
ORCA calculation (ωB97M-V/def2-TZVPD) on CsH2O as an isolated structure.

Last column: Löwdin charge in e.
Element x y z (Å)
1 Cs 1.344 -2.099 -0.590  1.070
2 O -0.282 0.514 0.503  -0.115
3 H -1.068 1.079 0.503  0.065
4 H 0.006 0.506 -0.416  -0.020

As for the charge: +1. For the lowest unoccupied orbital energy, the calculation gives -4.1 eV. For the orbital gap, the calculation gives 11.89 eV.

***

No. 5
ORCA calculation (ωB97M-V/def2-TZVPD) on CsH2O as an isolated structure.

Last column: Löwdin charge in e.
Element x y z (Å)
1 Cs 0.549 2.382 0.651  1.146
2 O -0.421 -0.658 0.061  0.548
3 H 0.189 -0.161 -0.484  0.102
4 H -0.317 -1.564 -0.228  0.204

The multiplicity is 2. As for the charge: +2. For the lowest unoccupied orbital energy (alpha / beta), the calculation gives -10.0 / -17.8 eV. For the orbital gap (alpha / beta), the calculation gives 16.59 / 8.77 eV. As for the expectation value of S²: 0.753.

***

No. 6
ORCA calculation (ωB97M-V/def2-TZVPD) on CuH14O7 as an isolated structure.

Last column: Löwdin charge in e.
Element x y z (Å)
1 Cu 0.155 -0.303 -0.418  0.136
2 O 0.316 0.419 -1.859  -0.021
3 H 0.485 1.356 -1.961  0.097
4 H -0.148 0.171 -2.659  0.129
5 O 1.464 -0.190 0.480  -0.089
6 H 2.062 -0.484 1.167  0.133
7 H 1.872 0.600 0.128  0.107
8 O 0.014 1.403 -0.132  0.031
9 H 0.868 1.632 0.235  0.147
10 H -0.147 2.070 -0.800  0.171
11 O 0.049 -1.837 -0.870  -0.040
12 H -0.224 -2.590 -0.346  0.123
13 H 0.748 -2.175 -1.430  0.120
14 O -1.823 -0.245 0.066  -0.016
15 H -2.189 0.228 -0.681  0.077
16 H -1.742 0.417 0.753  -0.172
17 O 0.047 -1.356 1.174  -0.079
18 H 0.933 -1.693 1.040  0.086
19 H -0.126 -1.501 2.105  0.122
20 O -1.061 1.035 1.443  0.075
21 H -1.158 1.916 1.805  0.123
22 H -0.396 1.127 0.761  -0.261

As for the charge: +1. For the lowest unoccupied orbital energy, the calculation gives -4.1 eV. For the orbital gap, the calculation gives 5.64 eV.

***

No. 7
ORCA calculation (ωB97M-V/def2-TZVPD) on F24InN2O6P4 as an isolated structure.

Last column: Löwdin charge in e.
Element x y z (Å)
1 In 9.824 -1.902 -10.884  1.179
2 N 13.317 -4.059 -10.698  -0.591
3 O 13.658 -5.156 -10.354  0.130
4 O 12.172 -3.766 -10.971  0.153
5 O 14.132 -3.150 -10.768  0.203
6 N 12.545 -2.311 -7.748  -0.632
7 O 11.798 -1.747 -8.650  -0.168
8 O 13.751 -2.075 -7.649  -0.102
9 O 12.096 -3.196 -7.044  -0.059
10 P 7.524 -2.456 -7.758  0.232
11 F 6.690 -3.835 -7.585  -0.184
12 F 8.213 -2.504 -6.262  -0.197
13 F 8.889 -3.167 -8.380  -0.250
14 F 8.286 -1.001 -7.953  -0.212
15 F 7.123 -2.374 -9.368  -0.229
16 F 6.153 -1.768 -7.260  -0.186
17 P 12.813 -0.530 -12.956  0.171
18 F 11.951 -1.902 -13.132  -0.215
19 F 11.343 0.122 -13.116  -0.180
20 F 12.495 -0.676 -11.400  -0.207
21 F 13.609 0.967 -12.765  -0.236
22 F 14.188 -1.292 -12.679  -0.162
23 F 13.077 -0.449 -14.558  -0.184
24 P 7.424 0.339 -12.830  0.108
25 F 8.210 1.480 -13.604  -0.159
26 F 8.521 -0.727 -13.173  -0.200
27 F 8.358 0.564 -11.554  -0.215
28 F 6.695 -0.884 -12.002  -0.186
29 F 6.337 1.488 -12.352  -0.205
30 F 6.577 0.061 -14.205  -0.190
31 P 8.409 -4.706 -12.826  0.079
32 F 7.607 -4.605 -14.195  -0.150
33 F 9.555 -3.658 -13.162  -0.204
34 F 7.556 -3.436 -12.252  -0.196
35 F 9.193 -4.880 -11.450  -0.187
36 F 7.304 -5.771 -12.246  -0.191
37 F 9.370 -5.824 -13.455  -0.173

The multiplicity is 2. As for the charge: -4. For the lowest unoccupied orbital energy (alpha / beta), the calculation gives 8.9 / 5.9 eV. For the orbital gap (alpha / beta), the calculation gives 7.06 / 4.00 eV. As for the expectation value of S²: 0.757.

***

No. 8
ORCA calculation (ωB97M-V/def2-TZVPD) on F24KP4 as an isolated structure.

Last column: Löwdin charge in e.
Element x y z (Å)
1 K 0.387 1.547 -0.244  0.899
2 P 1.901 -2.960 -1.459  0.186
3 F 1.772 -3.673 -2.872  -0.155
4 F 3.202 -3.826 -1.114  -0.169
5 F 2.758 -1.692 -2.046  -0.190
6 F 2.059 -2.286 0.058  -0.214
7 F 0.454 -2.136 -1.673  -0.221
8 F 0.908 -4.101 -0.831  -0.205
9 P -3.505 -0.059 3.116  0.126
10 F -2.085 0.002 2.315  -0.197
11 F -4.230 0.845 1.972  -0.198
12 F -3.953 -1.350 2.324  -0.136
13 F -4.927 0.021 3.934  -0.200
14 F -2.774 -0.827 4.313  -0.156
15 F -2.971 1.359 3.762  -0.219
16 P -2.722 1.280 -4.489  0.145
17 F -3.301 2.578 -3.697  -0.194
18 F -3.296 1.906 -5.905  -0.206
19 F -1.235 1.965 -4.472  -0.192
20 F -2.156 -0.055 -5.300  -0.199
21 F -2.353 0.628 -3.037  -0.191
22 F -4.097 0.585 -4.393  -0.142
23 P 4.321 1.439 2.779  0.246
24 F 4.831 -0.016 3.344  -0.190
25 F 4.101 1.875 4.372  -0.230
26 F 5.737 2.255 2.878  -0.205
27 F 3.638 2.876 2.374  -0.213
28 F 4.705 1.029 1.201  -0.200
29 F 2.830 0.792 2.789  -0.181

As for the charge: -3. For the lowest unoccupied orbital energy, the calculation gives 5.3 eV. For the orbital gap, the calculation gives 10.01 eV.

***

No. 9
ORCA calculation (ωB97M-V/def2-TZVPD) on a 2-piece molecular cluster, F2H4N2P overall.

Last column: Löwdin charge in e.
Element x y z (Å)
1 N -1.345 1.477 -1.036  -0.046
2 N 0.648 0.361 0.769  -0.009
3 F 1.470 -1.870 -0.354  -0.128
4 F -1.702 0.375 1.409  -0.154
5 P -0.779 0.678 0.088  0.884
6 H -2.220 1.564 -1.510  0.062
7 H 1.813 -2.474 -1.070  0.186
8 H 0.752 -0.247 1.609  0.139
9 H 1.362 0.137 0.095  0.065

As for the charge: +1. For the lowest unoccupied orbital energy, the calculation gives -6.4 eV. For the orbital gap, the calculation gives 10.87 eV.

***

No. 10
ORCA calculation (ωB97M-V/def2-TZVPD) on F2H4NO10PS2Tl as an isolated structure.

Last column: Löwdin charge in e.
Element x y z (Å)
1 Tl -18.076 1.841 9.177  1.121
2 N -18.841 4.650 9.165  -0.351
3 S -17.903 5.819 8.694  0.450
4 O -16.751 6.208 9.506  -0.289
5 O -18.552 6.859 7.874  -0.287
6 F -17.031 4.974 7.617  -0.247
7 S -19.403 5.583 10.495  0.597
8 O -20.175 6.808 10.235  -0.269
9 O -18.636 5.551 11.751  -0.299
10 F -20.630 4.561 10.867  -0.233
11 P -17.562 1.940 5.264  0.011
12 O -18.307 2.455 6.523  -0.350
13 O -17.035 0.511 5.165  0.041
14 O -16.535 2.569 4.426  0.067
15 O -18.502 1.730 4.128  0.152
16 O -17.005 2.845 11.793  -0.134
17 H -16.093 2.600 11.949  0.041
18 H -17.182 3.532 12.436  0.038
19 O -18.381 -1.019 9.955  -0.151
20 H -19.132 -1.609 9.898  0.047
21 H -17.649 -1.585 10.200  0.045

The multiplicity is 2. As for the charge: 0. For the lowest unoccupied orbital energy (alpha / beta), the calculation gives -6.0 / -5.8 eV. For the orbital gap (alpha / beta), the calculation gives 3.70 / 3.89 eV. As for the expectation value of S²: 1.758.